(1)
The following is a quantum chemistry calculation of a 2-piece molecular cluster, C11H23F3N2O3 overall, from the OMol25 dataset.

The geometry in XYZ format:
```
42
Properties=species:S:1:pos:R:3:forces:R:3:nbo_charge:R:1
C 3.025395 -1.019715 -0.233454 -0.103 1.380 -0.037 -0.65
C 2.752435 0.454942 -0.973712 -0.074 -1.218 0.414 0.08
O 3.975733 0.952204 -1.686504 -1.399 1.411 1.515 -0.74
C 1.515181 0.246927 -2.029247 0.429 0.708 -0.843 -0.45
C 0.061264 0.733732 -1.452616 0.415 -0.269 0.108 -0.07
C -0.351420 0.106710 0.011973 3.499 -1.015 -0.588 -0.30
N -1.707550 0.541015 0.512451 0.002 -1.160 1.045 -0.55
C -2.112063 1.953863 0.178031 -1.449 2.184 0.098 -0.10
C -3.761402 1.956723 0.046960 0.507 1.022 1.788 -0.11
O -4.260830 2.032636 -1.333470 -0.601 -4.697 -0.118 -0.49
C -4.654405 0.720189 -1.865900 -1.533 0.668 -2.486 1.17
F -5.209543 0.970040 -3.249363 2.124 -0.903 5.128 -0.32
F -5.776604 0.089687 -1.104510 4.399 1.874 -2.362 -0.32
F -3.513168 -0.225388 -2.077872 -3.760 2.923 1.370 -0.34
C -1.326169 2.652408 -1.070694 0.382 1.822 -0.333 -0.26
N 0.129592 2.259650 -1.227381 -2.137 -1.714 0.754 -0.61
H 4.075560 -1.373021 -0.609829 -2.148 0.454 0.927 0.25
H 3.010633 -0.849068 0.937293 0.285 -0.902 -2.525 0.28
H 2.167719 -1.799897 -0.493560 2.056 1.636 0.600 0.22
H 2.544931 1.231187 -0.121926 -0.049 -1.257 -1.642 0.14
H 4.132600 1.915646 -1.388877 -0.476 -2.425 -0.743 0.47
H 1.505935 -0.860882 -2.471784 -0.102 2.370 1.328 0.24
H 1.754287 0.946401 -2.965354 -0.786 -1.346 2.038 0.25
H -0.770912 0.463268 -2.262499 1.717 0.806 1.776 0.22
H 0.466468 0.514957 0.779886 -1.831 -1.001 -1.599 0.24
H -0.260603 -1.066782 0.028800 -0.393 2.324 0.104 0.28
H -1.669044 0.483350 1.574697 -0.095 -0.132 -1.598 0.45
H -2.415338 -0.198391 0.232827 0.849 1.283 0.007 0.45
H -1.869918 2.613866 1.142546 -0.447 -1.597 -2.090 0.24
H -4.151884 2.942182 0.595420 0.755 -2.251 -1.457 0.25
H -4.169642 1.034992 0.650888 0.476 1.739 -1.367 0.21
H -1.324576 3.827132 -0.858178 -0.314 -2.564 -0.316 0.24
H -1.826049 2.522564 -2.122922 0.717 -0.056 2.295 0.24
H 0.626214 2.411129 -0.307864 -0.599 -0.155 -1.359 0.36
C 1.746900 -3.839135 3.385947 -0.133 -0.580 0.986 -0.63
C 3.147129 -3.437792 2.889309 -1.687 -0.467 0.354 -0.01
O 2.991304 -2.895788 1.692353 0.682 0.825 -1.133 -0.97
H 1.272027 -4.574184 2.723937 0.187 0.178 -0.082 0.18
H 1.822650 -4.295631 4.379736 -0.192 -0.142 0.267 0.16
H 1.079172 -2.972775 3.474213 0.172 0.068 -0.150 0.16
H 3.756310 -4.351119 2.975937 0.372 -0.540 -0.351 0.08
H 3.571679 -2.817834 3.694311 0.284 0.714 0.279 0.06
```
Forces are in eV/Å.

Results
orbital gap = 0.12395 Eh


(2)
The following is a quantum chemistry calculation of one molecule with the formula C4H7NO2, from the OMol25 dataset.

The geometry in XYZ format:
```
14
Properties=species:S:1:pos:R:3:forces:R:3:nbo_charge:R:1
C -1.481774 -1.156735 -0.295110 0.136 0.018 -0.053 -0.68
C -0.450373 -0.069105 -0.068434 0.137 0.370 0.016 0.17
N -0.695001 0.971065 0.633948 0.420 -0.335 -0.468 -0.13
O -2.006851 0.955288 1.102039 -0.119 0.171 0.150 -0.57
C 0.949382 -0.353927 -0.601115 0.407 1.379 -0.123 -0.08
C 2.286945 0.569561 -0.113904 0.203 0.225 1.091 -0.09
O 1.880358 -0.622731 0.429435 0.419 -0.432 0.086 -0.47
H -2.423007 -0.749930 -0.685004 0.268 0.022 0.073 0.24
H -1.095104 -1.906833 -0.986483 -0.023 0.108 0.086 0.23
H -1.726237 -1.643428 0.658203 0.090 0.124 -0.159 0.24
H -2.078395 1.768590 1.619553 0.119 -0.156 -0.154 0.48
H 1.521463 0.236526 -1.406262 -1.138 -1.642 -0.912 0.27
H 3.277752 0.470706 -0.592904 -0.696 0.277 -0.230 0.19
H 2.040841 1.530951 0.306037 -0.225 -0.125 0.595 0.20
```
Forces are in eV/Å.

Results
orbital gap = 0.35328 Eh
SMILES string = C/C(=N\O)[C@H]1CO1
energy relative to the best compared isomer or geometry (same formula, charge and spin) = 6.592 eV


(3)
The following is a quantum chemistry calculation of an isolated ion of composition C4H12N2O2PS and charge +1, from the OMol25 dataset.

The geometry in XYZ format:
```
22
Properties=species:S:1:pos:R:3:forces:R:3:nbo_charge:R:1
C 0.594551 1.572212 0.813466 -2.082 1.441 -1.082 0.53
C 0.211218 2.761341 1.610756 2.210 -0.723 1.934 -0.69
C 0.175768 -1.002346 -3.146571 3.505 -3.296 3.732 -0.26
C -1.601486 -2.393987 1.380549 2.802 0.559 -0.225 -0.85
N 1.769445 1.076982 0.767378 4.615 -3.227 0.478 -0.73
N -0.330546 1.058863 -0.043700 -0.296 -0.329 -0.399 -0.91
O 0.990211 -1.307355 -0.297495 -3.076 2.620 -1.278 -1.10
O -0.618297 -0.232092 -2.214253 -0.122 -0.472 0.065 -0.80
P -0.389636 -0.531486 -0.667039 9.370 -2.053 0.483 1.77
S -2.184158 -1.352946 0.082168 -7.116 -1.907 1.152 0.41
H 0.653952 2.521442 2.642850 -1.535 0.158 -0.731 0.26
H 0.925970 3.594251 1.444589 -1.026 -0.054 -0.797 0.28
H -0.864563 2.923376 1.548138 0.417 0.497 0.386 0.25
H 1.246752 -0.711780 -3.163368 -0.738 0.352 0.481 0.21
H -0.132144 -0.930342 -4.076157 -2.313 0.934 -4.249 0.20
H 0.274468 -2.173389 -2.962850 -0.777 2.436 0.286 0.20
H -2.192646 -3.213833 1.848878 -0.073 1.096 -0.830 0.30
H -1.131664 -1.687893 2.118623 -0.568 -0.577 -0.136 0.28
H -0.653309 -2.742112 0.887601 -0.353 -0.495 0.626 0.29
H 2.598150 1.172577 1.466519 -2.545 0.531 -1.443 0.45
H 1.896496 0.133625 0.202691 -0.653 1.489 0.907 0.48
H -1.238534 1.464890 -0.242773 0.354 1.022 0.642 0.44
```
Forces are in eV/Å.

Results
orbital gap (spin up / spin down) = 0.18983 / 0.25583 Eh
charge = +1
2S+1 = 3


(4)
The following is a quantum chemistry calculation of C15H14B11Br6CuN6O2 as an isolated structure, from the OMol25 dataset.

The geometry in XYZ format:
```
55
Properties=species:S:1:pos:R:3:forces:R:3:lowdin_spin:R:1
Cu -0.627243 2.702762 0.313093 -0.077 0.009 0.069 0.68
O -2.604116 -0.486596 -1.196100 0.024 0.066 -0.012 0.01
C -1.923221 0.509914 -1.102527 -0.023 -0.119 -0.041 0.01
N -2.093078 1.616166 -0.333559 -0.005 0.050 0.021 0.10
C -3.249014 1.740260 0.443262 0.035 -0.082 0.080 0.00
O -4.329969 1.284288 0.199801 -0.009 0.031 -0.040 0.01
C -2.995174 2.536871 1.700141 0.000 0.006 -0.042 0.00
C -3.978549 2.712052 2.649006 -0.007 0.016 0.037 0.00
C -3.657416 3.402118 3.809423 0.000 -0.008 -0.017 0.00
C -2.370770 3.891767 3.975515 0.008 -0.005 -0.009 0.00
C -1.441252 3.686230 2.972685 0.028 0.013 0.004 0.01
N -1.756048 3.021016 1.858634 -0.062 -0.016 0.022 0.06
C -0.725314 0.587307 -2.018251 -0.117 0.154 -0.025 0.00
C -0.855607 1.428915 -3.108810 0.054 -0.004 -0.005 0.00
C 0.091536 1.423641 -4.114160 -0.045 -0.007 0.045 0.00
C 1.175771 0.570818 -3.982641 0.051 -0.011 0.000 0.00
C 1.279158 -0.211820 -2.864158 0.022 -0.008 0.038 0.00
N 0.339052 -0.231874 -1.876324 0.028 -0.171 0.040 0.00
H -4.960736 2.301145 2.462939 0.001 -0.004 -0.002 0.00
H -4.402015 3.553841 4.579026 -0.001 -0.002 0.000 0.00
H -2.083014 4.428308 4.867721 0.002 0.002 -0.001 0.00
H -0.426737 4.054124 3.053901 -0.003 0.003 0.004 0.00
H -1.726253 2.068306 -3.152681 -0.001 -0.001 0.002 0.00
H -0.006891 2.068861 -4.976348 -0.009 0.008 0.004 0.00
H 1.974644 0.536422 -4.709003 -0.012 -0.005 -0.001 0.00
H 2.159299 -0.813339 -2.722151 0.019 0.013 -0.001 0.00
Br 1.502422 0.982610 1.630813 0.010 -0.117 -0.096 0.00
B 1.309720 -0.833640 0.948309 0.168 0.163 -0.018 0.00
B 2.348326 -1.419584 -0.326854 0.251 -0.125 -0.176 0.00
C 1.414998 -2.550660 -1.145353 -0.186 0.008 -0.058 0.00
B 0.610480 -1.217602 -0.680143 -0.164 0.073 0.107 0.00
B -0.503492 -2.814162 -0.332751 0.662 0.840 -0.715 0.00
B 0.867177 -3.966215 -0.203425 0.116 -0.082 -0.006 0.00
B 2.550084 -3.174724 -0.198146 -0.120 0.004 0.446 0.00
B 2.576475 -2.159126 1.266264 0.119 0.270 0.049 0.00
Br 4.188225 -1.835880 2.263389 -0.014 0.007 -0.125 0.00
B 1.685124 -3.684758 1.410420 0.043 0.036 0.064 0.00
Br 2.379198 -5.188286 2.380631 -0.113 0.198 -0.026 0.00
B -0.028063 -3.359976 1.281803 -0.218 -0.104 0.055 0.00
Br -1.403612 -4.490130 2.014052 0.115 -0.005 0.029 0.00
B -0.283623 -1.608244 0.950072 -0.098 -0.284 0.304 0.00
Br -1.822726 -0.830120 1.797660 -0.106 0.061 0.077 0.00
B 0.992557 -2.159146 2.092700 0.068 -0.324 0.061 0.00
Br 0.883246 -1.882285 3.990816 -0.055 -0.027 -0.046 0.00
H 3.118048 -0.753505 -0.916773 0.043 0.008 0.031 0.00
H 1.466845 -2.753499 -2.206461 0.011 0.027 -0.013 0.00
H -0.116259 -3.859378 -1.059458 -0.460 -0.597 0.291 0.00
H -1.493652 -2.724230 -0.978112 0.044 -0.089 -0.093 0.00
H 1.041684 -5.084482 -0.554466 -0.097 0.017 -0.151 0.00
H 3.411008 -3.859008 -0.608809 0.043 0.069 -0.069 0.00
N 4.103289 1.182515 -2.461095 -0.119 -0.120 -0.005 0.02
C 3.386193 2.086013 -2.391122 0.133 0.240 -0.034 0.00
N 2.569439 3.136871 -2.406136 -0.099 0.052 0.109 0.04
C 1.658818 3.196113 -1.532889 0.095 -0.388 -0.042 0.02
N 0.781032 3.243014 -0.753367 0.026 0.262 -0.120 0.04
```
Forces are in eV/Å.

Results
orbital gap (spin up / spin down) = 0.27960 / 0.25334 Eh
charge = +1
energy relative to the best compared isomer or geometry (same formula, charge and spin) = 0.000 eV
2S+1 = 2


(5)
The following is a quantum chemistry calculation of a 2-piece molecular cluster, C3H5N3 overall, from the OMol25 dataset.

The geometry in XYZ format:
```
11
Properties=species:S:1:pos:R:3:forces:R:3:nbo_charge:R:1
C -2.115830 -0.651964 0.103903 -0.023 0.012 0.057 -0.73
C -1.433996 -0.806677 -1.178859 0.479 -0.085 -0.864 0.30
N -0.860504 -0.903646 -2.178978 -0.594 0.088 0.977 -0.35
N 3.270331 0.682343 1.208603 -0.202 0.065 -0.142 -0.48
N 2.240734 0.732590 0.522421 -0.433 -0.002 -0.154 -0.01
C 1.164835 0.679744 0.008781 0.684 0.018 0.239 -0.09
H -1.414463 -0.218002 0.823536 -0.114 -0.069 -0.110 0.27
H -2.975072 0.014254 -0.006376 0.125 -0.095 0.000 0.26
H -2.459768 -1.621935 0.471010 0.064 0.126 -0.071 0.26
H 3.682966 1.617934 1.246428 -0.037 -0.073 -0.013 0.34
H 0.900762 0.475362 -1.020469 0.051 0.014 0.083 0.24
```
Forces are in eV/Å.

Results
orbital gap = 0.36386 Eh
energy relative to the best compared isomer or geometry (same formula, charge and spin) = 3.513 eV